{
  "formula": "C31H35BF40O9Si",
  "method": "the ωB97M-V functional and the def2-TZVPD basis",
  "species": ["C", "C", "Si", "C", "O", "C", "C", "O", "B", "O", "O", "C", "H", "H", "H", "H", "H", "H", "H", "H", "H", "H", "H", "H", "H", "H", "H", "C", "C", "C", "F", "F", "F", "F", "O", "C", "C", "F", "F", "F", "F", "H", "H", "H", "H", "C", "C", "C", "F", "F", "F", "F", "O", "C", "C", "F", "F", "F", "F", "H", "H", "H", "H", "C", "C", "C", "F", "F", "F", "F", "O", "C", "C", "F", "F", "F", "F", "H", "H", "H", "H", "C", "C", "C", "F", "F", "F", "F", "O", "C", "C", "F", "F", "F", "F", "H", "H", "H", "H", "C", "C", "C", "F", "F", "F", "F", "O", "C", "C", "F", "F", "F", "F", "H", "H", "H", "H"],
  "coordinates": [[-1.969, -5.705, 3.437], [-1.491, -4.110, 3.591], [0.436, -4.134, 3.576], [0.990, -4.231, 1.734], [1.603, -5.534, 1.348], [2.759, -5.839, 2.219], [2.759, -7.201, 3.189], [3.818, -5.005, 2.214], [1.282, -2.687, 4.532], [2.497, -1.973, 4.007], [0.688, -2.324, 5.865], [1.193, -3.350, 6.800], [-1.459, -6.147, 2.452], [-3.131, -5.836, 3.437], [-1.429, -6.260, 4.345], [-1.988, -3.524, 2.698], [-1.874, -3.732, 4.652], [0.861, -5.379, 4.217], [0.087, -4.069, 0.975], [1.725, -3.314, 1.545], [1.985, -7.972, 2.753], [2.391, -6.931, 4.288], [3.850, -7.615, 3.288], [2.890, -2.494, 3.229], [0.574, -4.366, 6.769], [1.183, -2.997, 7.928], [2.302, -3.601, 6.453], [0.165, 1.522, 5.061], [0.064, 1.575, 3.527], [1.354, 1.934, 2.794], [1.901, 3.103, 3.200], [1.118, 2.053, 1.459], [-0.957, 2.408, 3.186], [-0.329, 0.332, 3.108], [-0.172, 2.721, 5.774], [0.848, 3.716, 5.805], [0.528, 4.941, 4.932], [0.166, 4.593, 3.674], [1.614, 5.754, 4.815], [2.031, 3.133, 5.496], [0.955, 4.106, 7.106], [-0.588, 0.796, 5.394], [1.120, 1.106, 5.401], [2.101, 1.144, 2.915], [-0.283, 5.526, 5.360], [3.076, 9.263, 1.274], [4.493, 8.872, 0.822], [4.575, 8.096, -0.491], [3.825, 6.970, -0.503], [5.860, 7.716, -0.732], [5.107, 8.207, 1.838], [5.201, 10.034, 0.671], [2.408, 8.360, 2.168], [1.827, 7.215, 1.550], [2.578, 5.910, 1.861], [3.908, 6.017, 1.628], [2.127, 4.889, 1.080], [1.698, 7.456, 0.224], [0.556, 7.130, 2.037], [3.184, 10.185, 1.860], [2.433, 9.545, 0.432], [4.267, 8.724, -1.332], [2.446, 5.619, 2.901], [-1.711, 11.912, 0.605], [-0.415, 11.149, 0.284], [0.380, 11.672, -0.910], [-0.341, 11.736, -2.054], [1.442, 10.858, -1.160], [-0.708, 9.826, 0.154], [0.385, 11.233, 1.393], [-2.921, 11.407, 0.022], [-3.128, 11.757, -1.344], [-2.957, 10.572, -2.308], [-1.794, 9.908, -2.102], [-2.942, 10.993, -3.603], [-2.332, 12.812, -1.646], [-4.406, 12.222, -1.424], [-1.872, 11.804, 1.685], [-1.607, 12.992, 0.449], [0.784, 12.667, -0.702], [-3.770, 9.857, -2.198], [-0.903, -7.019, -0.764], [-0.916, -8.286, -1.636], [-1.067, -8.051, -3.137], [-2.164, -7.328, -3.465], [-1.172, -9.241, -3.791], [-1.869, -9.134, -1.161], [0.275, -8.929, -1.427], [-2.161, -6.595, -0.219], [-3.006, -5.888, -1.122], [-4.233, -6.701, -1.570], [-3.894, -7.934, -2.017], [-4.884, -6.080, -2.592], [-2.256, -5.439, -2.157], [-3.422, -4.775, -0.455], [-0.299, -7.261, 0.120], [-0.371, -6.189, -1.244], [-0.187, -7.543, -3.542], [-4.938, -6.828, -0.751], [-3.076, -7.552, -8.540], [-2.641, -8.944, -8.050], [-1.667, -8.954, -6.874], [-0.541, -8.238, -7.097], [-1.275, -10.228, -6.600], [-2.159, -9.649, -9.109], [-3.777, -9.606, -7.664], [-2.316, -6.978, -9.614], [-1.077, -6.386, -9.231], [0.148, -7.196, -9.686], [0.057, -8.502, -9.340], [1.289, -6.719, -9.114], [-1.101, -6.156, -7.897], [-1.050, -5.157, -9.820], [-4.081, -7.675, -8.963], [-3.208, -6.843, -7.715], [-2.147, -8.567, -5.969], [0.271, -7.147, -10.767]],
  "forces_ev_per_angstrom": [[1.5, 0.2, 0.2], [-1.7, -1.0, 0.4], [-1.9, -0.7, -1.5], [0.1, 1.5, -1.7], [2.2, -0.2, 2.9], [4.4, 3.6, -0.1], [-0.6, 0.5, -0.4], [-6.8, -5.1, 0.2], [2.2, 3.3, 1.6], [-2.4, -2.7, 0.4], [1.9, -1.4, -1.6], [0.9, -1.1, 0.4], [-1.4, 0.9, 2.0], [2.4, 0.2, 0.0], [-1.6, 0.9, -1.9], [1.1, -0.8, 2.0], [0.6, -0.5, -2.4], [0.1, -0.3, 0.2], [1.9, -0.5, 1.7], [-1.3, -2.1, 0.0], [1.7, 1.5, 0.8], [0.8, -0.2, -2.6], [-2.2, 0.9, -0.5], [-0.9, 1.1, 1.6], [1.1, 2.2, -0.1], [0.0, -0.3, -2.6], [-2.1, 0.3, 1.2], [-0.4, -0.7, 0.7], [-1.0, 0.5, 0.5], [0.6, -0.2, -1.1], [0.0, -0.6, -0.5], [-0.3, -0.1, 0.3], [0.4, -0.3, -0.1], [0.6, 0.0, 0.0], [1.4, 1.1, -0.9], [-0.2, -2.0, 1.0], [-0.3, 0.6, -0.6], [-0.2, 0.3, 0.7], [0.0, -0.3, 0.5], [-0.2, 0.8, 0.6], [-0.2, 0.3, -0.8], [0.0, 0.3, -0.2], [-0.1, 0.2, -0.3], [-0.1, -0.1, 0.2], [-0.1, -0.1, 0.3], [-0.5, 0.8, 0.4], [-0.1, -0.2, 1.3], [0.6, -0.3, -0.9], [0.7, 0.5, -0.4], [-0.1, 0.2, 0.3], [0.0, 0.1, -0.5], [-0.3, -0.2, -0.5], [0.1, -1.4, -1.2], [-0.5, 2.0, 0.0], [0.4, -0.9, 0.1], [-0.4, -0.1, 0.5], [-0.2, 0.6, 0.0], [-0.6, -0.5, 0.6], [0.8, -0.3, 0.0], [0.2, -0.3, 0.0], [0.3, -0.3, 0.1], [-0.1, 0.1, 0.2], [-0.1, 0.2, -0.1], [-0.6, 0.3, 0.8], [-0.9, -0.9, 0.3], [0.8, 0.2, -0.6], [0.9, 0.0, 0.4], [-0.1, -0.1, 0.2], [0.3, 0.5, -0.1], [0.1, 0.4, -0.4], [0.7, 0.2, -1.7], [-0.1, 1.1, 1.8], [0.3, -0.7, -0.7], [-0.7, -0.1, 0.0], [-0.1, 0.3, 0.5], [-0.9, -0.2, -0.4], [0.6, -0.7, -0.2], [0.1, -0.2, -0.3], [0.1, -0.3, -0.2], [-0.2, 0.0, 0.1], [-0.2, 0.1, 0.2], [0.5, 0.3, 0.8], [-0.6, -0.3, 1.1], [0.3, -0.4, -1.0], [0.6, -0.5, -0.4], [0.0, 0.1, 0.3], [0.3, 0.2, -0.3], [-0.1, 0.4, -0.5], [-0.8, 0.2, -1.7], [1.8, 0.5, 1.0], [-0.7, -0.5, -0.5], [-0.4, 0.4, 0.5], [0.4, 0.2, 0.3], [-0.8, 0.4, 0.4], [-0.2, -0.8, -0.3], [-0.2, -0.1, -0.2], [-0.2, -0.3, -0.1], [0.0, 0.1, 0.2], [0.1, 0.1, 0.2], [-0.9, 0.4, -0.4], [-0.1, -0.1, -1.2], [0.3, -0.7, 1.0], [-0.3, -0.5, 0.5], [-0.2, 0.2, -0.3], [-0.1, 0.1, 0.5], [0.3, 0.4, 0.4], [1.6, 0.0, 1.0], [-2.1, 0.6, 0.3], [0.8, -0.6, -0.1], [0.0, 0.5, -0.6], [-0.5, 0.2, 0.0], [0.5, 0.5, -0.7], [0.3, -0.8, 0.0], [0.3, -0.2, 0.0], [0.3, -0.3, -0.1], [-0.1, 0.1, -0.2], [-0.2, 0.2, -0.1]],
  "e_tot_ev": -168390.6595,
  "smiles": "FC(F)C(F)(F)COC(F)(F)C(F)F.FC(F)C(F)(F)COC(F)(F)C(F)F.FC(F)C(F)(F)COC(F)(F)C(F)F.FC(F)C(F)(F)COC(F)(F)C(F)F.FC(F)C(F)(F)COC(F)(F)C(F)F.CC[Si@@H](COC(C)=O)B(O)OC",
  "homo_lumo_gap_ha": 0.3723,
  "homo_ev": -10.1886,
  "multiplicity": 1,
  "total_charge": 0
}

***

{
  "formula": "C31H35BO2S",
  "method": "the ωB97M-V functional and the def2-TZVPD basis",
  "species": ["C", "C", "C", "C", "C", "B", "C", "C", "C", "C", "C", "C", "O", "C", "C", "C", "C", "C", "C", "O", "S", "H", "H", "H", "H", "H", "H", "H", "H", "H", "H", "H", "H", "H", "H", "H", "H", "H", "H", "H", "H", "H", "H", "C", "C", "C", "C", "C", "C", "C", "C", "C", "C", "C", "C", "C", "C", "H", "H", "H", "H", "H", "H", "H", "H", "H", "H", "H", "H", "H"],
  "coordinates": [[-4.261, 2.832, 1.522], [-3.514, 1.552, 1.560], [-2.874, 1.021, 2.663], [-2.408, -0.309, 2.467], [-2.794, -0.864, 1.250], [1.619, 0.970, -0.270], [-2.666, -2.255, 0.852], [-2.315, -3.245, 1.808], [-2.279, -4.596, 1.455], [-2.473, -4.976, 0.129], [-2.780, -4.003, -0.837], [-2.886, -2.664, -0.482], [1.051, 2.193, -0.511], [1.576, 3.061, 0.516], [2.301, 4.143, -0.270], [0.403, 3.707, 1.232], [2.494, 2.098, 1.411], [3.909, 2.586, 1.636], [1.843, 1.711, 2.744], [2.642, 0.880, 0.609], [-3.629, 0.358, 0.305], [-4.034, 3.419, 2.417], [-4.009, 3.423, 0.640], [-5.341, 2.643, 1.515], [-2.735, 1.572, 3.595], [-1.859, -0.859, 3.223], [-2.041, -2.925, 2.811], [-2.075, -5.342, 2.228], [-2.408, -6.032, -0.154], [-2.933, -4.285, -1.881], [-3.105, -1.903, -1.231], [2.663, 4.929, 0.397], [3.135, 3.734, -0.856], [1.586, 4.590, -0.972], [0.763, 4.390, 2.007], [-0.186, 4.293, 0.519], [-0.259, 2.970, 1.698], [3.908, 3.486, 2.274], [4.477, 1.802, 2.154], [4.403, 2.794, 0.680], [1.848, 2.546, 3.455], [0.810, 1.371, 2.619], [2.415, 0.894, 3.200], [0.934, 0.347, -6.231], [0.711, 0.104, -4.770], [-0.543, -0.203, -4.221], [-0.718, -0.337, -2.835], [0.373, -0.207, -1.971], [0.290, -0.244, -0.448], [0.730, -1.528, 0.187], [0.542, -1.706, 1.568], [0.902, -2.896, 2.196], [1.514, -3.908, 1.462], [1.709, -3.754, 0.088], [1.300, -2.583, -0.547], [1.651, -0.031, -2.542], [1.810, 0.181, -3.906], [1.330, 1.357, -6.384], [1.676, -0.340, -6.652], [0.008, 0.243, -6.800], [-1.404, -0.319, -4.880], [-1.702, -0.535, -2.402], [-0.661, 0.138, -0.055], [0.084, -0.908, 2.154], [0.699, -3.031, 3.259], [1.826, -4.831, 1.956], [2.175, -4.538, -0.509], [1.433, -2.477, -1.625], [2.557, -0.111, -1.915], [2.790, 0.406, -4.304]],
  "forces_ev_per_angstrom": [[-0.1, 0.3, -0.1], [0.3, -1.2, 1.0], [0.1, 0.3, -0.7], [-0.7, -0.3, -0.8], [0.1, 1.3, 1.2], [-4.5, -1.8, 1.0], [0.3, -1.2, -0.4], [-0.3, 0.3, -0.7], [0.2, 0.4, 0.1], [-0.3, 0.1, -0.3], [0.1, -0.2, 0.2], [0.2, 0.1, 0.7], [0.6, -0.1, 0.6], [0.3, 0.3, -0.7], [0.5, 0.2, 0.1], [-0.1, -0.1, 0.3], [0.3, 0.3, 0.0], [0.1, 0.4, 0.3], [0.1, -0.2, 0.0], [-0.2, 0.5, 0.1], [0.3, -0.3, 0.6], [0.0, -0.1, -0.2], [-0.1, 0.1, 0.0], [0.1, 0.1, -0.1], [0.0, -0.1, -0.3], [-0.2, 0.0, -0.1], [-0.3, -0.2, -0.2], [0.1, 0.2, -0.3], [0.0, 0.4, 0.1], [0.1, 0.0, 0.3], [-0.1, -0.2, 0.1], [0.1, 0.0, -0.1], [-0.2, 0.1, 0.2], [0.1, -0.1, 0.2], [0.0, -0.1, 0.0], [0.1, -0.2, 0.1], [0.1, 0.1, -0.1], [0.1, -0.2, -0.3], [-0.2, 0.2, -0.1], [-0.1, 0.0, 0.3], [0.0, 0.0, -0.2], [0.2, 0.0, 0.0], [-0.1, 0.1, -0.2], [0.0, 0.1, -0.3], [-0.1, -0.2, 0.6], [0.2, 0.2, 0.1], [0.4, 0.2, 0.0], [-0.2, -0.6, -0.2], [3.3, 1.0, -1.1], [-0.4, -0.6, 0.2], [0.2, -0.1, -0.1], [0.2, 0.3, -0.2], [0.1, -0.4, -0.1], [-0.1, 0.2, 0.2], [0.0, 0.2, 0.2], [-0.3, -0.1, -0.4], [-0.5, -0.3, 0.4], [-0.1, -0.1, -0.1], [-0.1, 0.0, 0.1], [0.1, 0.0, 0.0], [0.2, 0.1, 0.1], [0.3, 0.1, -0.2], [0.4, 0.1, 0.0], [0.2, -0.2, -0.2], [0.1, 0.0, -0.2], [-0.1, 0.3, -0.2], [-0.1, 0.1, 0.2], [-0.1, -0.1, 0.3], [-0.4, 0.2, -0.1], [0.1, -0.1, -0.1]],
  "e_tot_ev": -48323.6401,
  "smiles": "Cc1ccc([C@H](B2OC(C)(C)C(C)(C)O2)c2ccccc2)cc1.Cc1ccc(-c2ccccc2)s1",
  "homo_lumo_gap_ha": 0.2992,
  "homo_ev": -7.7032,
  "multiplicity": 1,
  "total_charge": 0
}